Record 1
One molecule with the formula C22H28N4O5S at a distorted geometry. Source: the Open Molecules 2025 dataset; level of theory: ωB97M-V with the def2-TZVPD basis set.

## Properties
E ... -50303.270 eV
Lowest unoccupied orbital energy ... 0.32 eV
SMILES ... CCC(C)(C)NC(=O)CN(C(=O)CCC(=O)Nc1nccs1)c1ccc2c(c1)OCCO2
Energy relative to the best compared isomer or geometry (same formula, charge and spin) ... 15.4 kcal per mole
Kohn-Sham gap ... 8.80 eV
Strongest force on any atom ... 1.13 eV/A

Geometry as ORCA input:
```
! wB97M-V def2-TZVPD RIJCOSX def2/J DEFGRID3
* xyz 0 1
S 1.09513 2.10579 3.07598
O -2.99013 0.88752 -0.11906
O 1.47775 1.20603 -1.42314
O -0.92010 -2.83488 -2.49833
O 3.01153 -1.96603 -0.31475
O -3.54958 0.53071 2.65666
N -1.06887 2.82632 1.90183
N 0.84738 -1.93281 0.28599
N 0.43914 1.99417 0.37077
N 1.18256 -1.96742 -2.63846
C -0.51518 -1.43840 2.25757
C -1.60850 -0.81531 2.82659
C 2.50718 -0.70485 -4.17447
C 2.71833 -0.05283 -5.53564
C 0.90276 -2.50161 -4.99700
C 0.54264 -3.04741 -0.59905
C 2.40196 -0.36913 1.35931
C -1.24282 3.07309 3.22141
C -0.27017 -1.29947 0.89505
C -2.21589 0.10080 0.68236
C 0.17688 -2.60276 -2.02840
C 1.14055 -1.38086 -3.98197
C -3.84569 1.75391 0.59935
C 0.00480 -0.35712 -4.03711
C -4.51926 0.99649 1.74116
C -2.47046 -0.05038 2.05115
C -0.19545 2.75474 4.01752
C -1.12462 -0.54048 0.11135
C 0.09132 2.31469 1.65191
C 2.68477 0.95008 0.62308
C 2.12080 -1.48620 0.36738
C 1.51597 1.37741 -0.22614
H -5.08165 0.14617 1.33221
H -0.09228 2.85672 5.07747
H 2.61052 0.05561 -3.39759
H 1.42725 -3.68906 -0.64208
H 0.14347 -2.04044 2.86475
H 2.94223 1.72766 1.34357
H -0.08783 0.05697 -5.03640
H -5.19130 1.64343 2.30637
H -4.57855 2.12714 -0.11685
H 3.52811 0.79463 -0.05311
H 2.05263 -1.87346 -2.13046
H 0.20516 0.44730 -3.33369
H -0.93299 -0.84030 -3.77683
H 1.98371 0.72728 -5.71335
H 0.78665 -2.09428 -5.99665
H 1.73530 -3.20204 -4.99213
H 3.70635 0.40094 -5.57128
H -2.17582 3.49140 3.55087
H -1.82103 -0.91415 3.87894
H 3.30340 -0.64658 1.90875
H -0.30451 2.21100 -0.28963
H -0.95418 -0.43022 -0.94732
H -3.25643 2.58414 1.01001
H 2.65428 -0.78392 -6.33727
H 1.58001 -0.25257 2.06020
H 3.28657 -1.45611 -4.02064
H -0.00619 -3.03549 -4.73380
H -0.30093 -3.60064 -0.18217
*
```

Record 2
A 5-piece molecular cluster, C41H31F41NO7PS overall at a distorted geometry. Source: the Open Molecules 2025 dataset; level of theory: ωB97M-V with the def2-TZVPD basis set.

## Properties
E ... -190383.832 eV
Lowest unoccupied orbital energy ... -0.95 eV
SMILES ... CCSCc1cc(C(F)(F)C(F)(F)C(F)(F)C(F)(F)F)c2c(c1P(N)O)C(=O)c1ccccc1C2=O.FC(F)C(F)(F)COC(F)(F)C(F)F.FC(F)C(F)(F)COC(F)(F)C(F)F.FC(F)C(F)(F)COC(F)(F)C(F)F.FC(F)C(F)(F)COC(F)(F)C(F)F
Kohn-Sham gap ... 7.20 eV
Strongest force on any atom ... 2.32 eV/A

Geometry as ORCA input:
```
! wB97M-V def2-TZVPD RIJCOSX def2/J DEFGRID3
* xyz 0 1
S -0.35149 -1.90174 3.71547
P 1.71055 -1.71954 0.35416
F 2.79508 -5.03647 6.01071
F -6.27341 -0.34156 2.99544
F -6.56179 -0.90027 0.65562
F 6.41581 -4.63052 4.44495
F 1.83531 -4.68538 3.51751
F -10.08051 2.16070 2.62224
F 3.33614 4.71168 -2.13764
F -4.69353 0.48225 -0.58431
F 6.91133 6.15448 -1.19298
F -3.40360 1.25812 1.75995
F -5.52948 1.83650 1.64116
F 4.25959 -4.14673 -5.33663
F 6.58026 -2.59112 -5.06242
F 4.14203 6.77170 -0.42610
F -7.94587 2.37601 -1.44232
F 4.14635 3.51741 -3.76563
F 6.66023 -2.24147 5.68013
F 4.36123 -1.88797 -3.55136
F -5.22431 -2.47417 1.22805
F 4.61032 -2.91168 5.99864
F -12.14031 2.51801 0.55614
F 3.56511 6.06604 -4.45392
F 7.07748 5.26076 0.76639
F -4.57342 1.57196 3.54266
F 2.10023 -3.87635 -5.37672
F 3.19359 -3.59963 -2.90872
F -9.14389 4.77750 -1.11559
F -10.11532 2.27398 -1.33097
F -4.24589 -1.00991 3.22225
F 7.54712 -4.81391 6.27603
F -12.78129 2.22026 2.61852
F -9.95067 4.19197 0.81215
F -4.85030 -1.58081 -1.18890
F -10.90444 0.17755 2.86259
F 3.89764 -4.01237 3.55295
F 2.44491 -6.89963 4.94573
F 4.91852 -0.24290 -5.66713
F 7.57251 -0.68560 -5.43429
F 5.87601 -0.27354 -7.60378
F 5.03000 6.85204 -3.05816
F 5.76091 7.71378 0.68975
O 2.08322 -1.30098 1.90679
O -3.42287 0.13103 -2.82685
O 5.63309 4.38872 -0.63354
O -10.02503 0.68947 0.92102
O 5.49166 -5.57634 6.26641
O 4.65590 -2.00622 -7.04010
O 1.26727 -0.66472 -2.25848
N 2.03994 -3.40784 0.31621
C 3.25829 -2.60623 -3.83172
C 5.89592 -3.18091 6.28349
C -0.97674 3.53921 -3.42880
C -1.90643 2.62019 -3.06106
C -9.00582 2.48644 -0.59081
C -2.41451 -1.80117 0.92380
C -10.75768 1.18996 1.97981
C 6.19803 5.57728 -0.20770
C -4.61696 1.10602 2.27984
C 6.31284 -4.57177 5.78652
C -0.15743 -1.48866 0.20395
C -2.01710 -0.50418 -0.95590
C 6.82282 -1.66153 -6.00036
C 5.52806 -1.05134 -6.55379
C -0.68855 -2.92124 2.21905
C 0.25174 -0.11929 -1.84781
C 3.26693 -5.81287 5.01401
C -12.16780 1.63160 1.56575
C -4.40479 -0.76410 -0.18504
C -5.07426 -0.37842 2.37525
C -2.42514 0.33255 -2.14856
C 5.58848 4.01462 -2.01078
C 4.65736 -6.35293 5.40722
C 4.69739 5.76417 -3.77114
C -5.28670 -1.15126 1.03223
C -0.67880 -0.72958 -0.82685
C 4.43775 4.53097 -2.89946
C 5.16712 6.53152 0.41011
C -8.85197 1.34060 0.42942
C -2.91465 -1.02462 -0.05716
C -1.48826 1.43739 -2.53672
C 3.28523 -3.21428 -5.23575
C -0.71403 -0.16789 3.33490
C -0.15485 1.21346 -2.39326
C -8.97436 3.92868 -0.07321
C -0.14339 0.73721 4.44646
C 0.35605 3.31409 -3.29124
C -1.08806 -2.03919 1.06997
C 3.38298 -2.25457 -6.43912
C 0.77153 2.12870 -2.76098
C 3.12154 -5.10228 3.66470
H -12.75348 0.76610 1.24891
H 2.02102 -3.84865 1.23059
H -8.34092 0.55053 -0.11701
H -1.50701 -3.58228 2.49708
H 3.04517 -1.20604 1.91811
H -2.95687 2.83348 -3.20632
H 2.38431 -1.96709 -3.69938
H 1.48655 -3.91595 -0.36441
H -1.79264 -0.02394 3.33484
H 5.49001 5.56172 -4.49690
H 5.20876 -6.71412 4.53894
H 4.44608 -7.23962 6.00359
H 0.15847 -3.54077 1.95599
H 0.10161 1.68848 3.97179
H 1.08635 4.04108 -3.61231
H 3.35539 -5.78231 2.84008
H -3.05458 -2.28030 1.64933
H -0.87880 0.95063 5.21724
H 5.43665 2.93645 -1.96783
H 7.39267 -2.12678 -6.80743
H 0.79197 0.33537 4.83367
H 2.84429 -1.32509 -6.25504
H 2.83042 -2.75585 -7.23288
H -8.17613 1.60936 1.24131
H -0.27449 0.17167 2.40119
H 4.76708 6.10505 1.33238
H -8.00870 4.14822 0.39152
H 6.03171 -3.11246 7.36480
H 1.82265 1.89597 -2.65153
H -1.30892 4.46825 -3.87213
H 6.55770 4.14995 -2.49062
*
```